Computed, not measured: a single C17H25NO4 molecule, with the ωB97M-V functional and the def2-TZVPD basis.

Properties
2S+1   1
Energy relative to the best compared isomer or geometry (same formula, charge and spin)   31.3 kJ/mol
LUMO level   0.72 eV
Total charge   0
HOMO   -0.30384 hartree
SMILES   CCCCCCOc1ccc([C@H](CC(=O)NC)C(=O)O)cc1
Orbital gap   8.993 eV

```
47
Properties=species:S:1:pos:R:3:lowdin_charge:R:1
C -6.680 -2.747 -1.137 -0.120
C -6.213 -1.978 0.092 -0.277
C -5.724 -0.576 -0.265 -0.233
C -5.248 0.187 0.969 -0.213
C -4.822 1.625 0.669 -0.171
C -3.508 1.709 -0.102 -0.215
O -2.491 1.160 0.710 -0.046
C -1.223 1.093 0.224 -0.265
C -0.818 1.545 -1.026 -0.016
C 0.507 1.416 -1.408 -0.027
C 1.453 0.843 -0.573 -0.198
C 2.874 0.697 -1.054 -0.171
C 3.262 -0.767 -1.327 -0.041
C 3.593 -1.505 -0.039 -0.479
O 3.818 -0.942 1.012 0.068
N 3.636 -2.847 -0.176 0.013
C 3.987 -3.730 0.911 -0.064
C 3.932 1.298 -0.134 -0.525
O 5.110 1.243 -0.374 0.108
O 3.431 1.992 0.884 0.129
C 1.041 0.396 0.679 -0.015
C -0.274 0.519 1.071 0.016
H -5.867 -2.854 -1.853 0.070
H -7.498 -2.224 -1.627 0.069
H -7.025 -3.741 -0.861 0.066
H -5.403 -2.528 0.578 0.109
H -7.036 -1.903 0.807 0.107
H -4.910 -0.663 -0.987 0.108
H -6.536 -0.023 -0.743 0.117
H -4.405 -0.337 1.422 0.113
H -6.058 0.211 1.701 0.113
H -5.597 2.133 0.091 0.116
H -4.691 2.160 1.611 0.115
H -3.281 2.759 -0.333 0.130
H -3.580 1.154 -1.047 0.121
H -1.518 2.002 -1.708 0.102
H 0.801 1.777 -2.385 0.113
H 2.973 1.243 -2.000 0.155
H 2.459 -1.273 -1.866 0.129
H 4.166 -0.782 -1.942 0.132
H 3.463 -3.262 -1.077 0.137
H 4.166 -3.109 1.787 0.084
H 4.891 -4.294 0.676 0.084
H 3.173 -4.426 1.120 0.083
H 4.152 2.320 1.444 0.142
H 1.758 -0.039 1.355 0.108
H -0.596 0.178 2.043 0.119
```